1.
The following is a quantum chemistry calculation of a structure of composition C22H25N3RhS2, from OMol25.

Structure (XYZ):
```
53
Properties=species:S:1:pos:R:3:forces:R:3:mulliken_spin:R:1
Rh -0.702 0.879 -0.399 -0.174 0.006 -0.298 2.24
C -0.190 -2.018 0.827 0.017 -0.012 -0.053 -0.01
N -0.414 -1.551 -0.555 0.026 0.070 0.123 0.10
C 0.789 -1.789 -1.379 -0.045 -0.035 0.039 -0.02
C 1.742 -0.611 -1.382 -0.015 0.087 -0.092 0.03
N 1.085 0.632 -1.839 0.111 -0.032 0.109 0.11
C 0.608 0.533 -3.239 -0.014 0.020 0.047 0.00
C 1.932 1.805 -1.686 -0.007 -0.092 -0.073 0.06
C 3.280 1.757 -2.004 0.032 -0.001 0.025 -0.03
C 4.069 2.897 -1.912 -0.005 0.019 0.008 0.09
C 3.508 4.109 -1.527 0.010 -0.025 -0.014 -0.04
C 2.160 4.175 -1.235 -0.016 0.004 -0.011 0.06
C 1.357 3.026 -1.287 -0.028 0.064 0.024 -0.02
S -0.321 3.164 -0.848 -0.049 -0.119 0.014 0.73
C -1.591 -2.181 -1.126 0.077 -0.038 0.066 0.02
C -1.610 -3.557 -1.322 0.019 -0.050 0.012 -0.01
C -2.725 -4.179 -1.858 -0.027 0.015 -0.014 0.04
C -3.836 -3.418 -2.203 0.019 0.031 0.012 -0.02
C -3.818 -2.047 -2.020 -0.015 -0.029 -0.003 0.04
C -2.696 -1.409 -1.482 -0.029 -0.003 -0.043 -0.03
S -2.726 0.345 -1.335 0.190 0.108 0.146 0.58
H 0.019 -3.092 0.855 0.009 -0.014 0.005 0.00
H -1.075 -1.819 1.424 -0.025 0.002 0.021 0.00
H 0.655 -1.486 1.265 -0.006 0.005 -0.007 0.00
H 0.477 -2.023 -2.393 -0.035 0.011 -0.037 0.00
H 1.343 -2.659 -1.012 -0.012 -0.062 -0.017 0.00
H 2.587 -0.880 -2.024 0.024 0.020 -0.030 0.01
H 2.135 -0.427 -0.381 0.013 0.029 0.035 -0.01
H 1.433 0.278 -3.912 0.015 0.006 0.021 0.00
H 0.188 1.491 -3.534 -0.009 0.027 -0.001 0.00
H -0.176 -0.216 -3.316 0.002 0.014 0.002 0.00
H 3.730 0.833 -2.342 -0.007 0.027 0.016 0.00
H 5.121 2.838 -2.161 -0.034 0.007 0.004 0.00
H 4.120 5.000 -1.469 -0.019 -0.025 0.000 0.00
H 1.701 5.115 -0.953 0.021 -0.041 0.000 0.00
H -0.743 -4.151 -1.055 -0.047 0.037 -0.008 0.00
H -2.726 -5.250 -2.005 -0.011 0.016 0.000 0.00
H -4.714 -3.894 -2.620 0.021 0.015 0.007 0.00
H -4.673 -1.444 -2.298 0.001 -0.017 0.000 -0.01
C -0.554 0.639 6.125 0.015 -0.008 -0.078 0.00
C -0.637 0.744 4.629 0.001 -0.003 0.123 0.00
C -1.793 0.408 3.934 -0.051 0.015 0.009 0.00
C -1.831 0.533 2.558 0.020 0.035 -0.038 0.00
N -0.791 0.979 1.847 0.081 -0.116 0.014 0.11
C 0.323 1.321 2.510 -0.092 0.016 0.007 -0.02
C 0.442 1.208 3.878 0.038 0.035 0.049 0.01
H -1.417 0.121 6.539 0.006 0.003 -0.021 0.00
H -0.510 1.634 6.571 -0.002 -0.006 -0.022 0.00
H 0.350 0.108 6.425 -0.010 0.008 -0.009 0.00
H -2.670 0.051 4.460 0.024 0.006 -0.018 0.00
H -2.719 0.274 1.994 0.011 -0.010 -0.006 -0.01
H 1.139 1.712 1.912 0.021 -0.022 -0.018 0.00
H 1.370 1.491 4.360 -0.041 -0.001 -0.026 0.00
```
Positions in Å, forces in eV/Å.

Output
* gap between HOMO and LUMO (spin up / spin down): 8.13 / 5.76 eV
* highest occupied orbital energy (spin up / spin down): -0.381 / -0.404 hartree
* charge: +1
* 2S+1: 5


2.
The following is a quantum chemistry calculation of a structure of composition C22H25N6NaO6S at a distorted geometry, from OMol25.

Structure (XYZ):
```
61
Properties=species:S:1:pos:R:3:forces:R:3:lowdin_charge:R:1
Na 0.816 -0.226 -0.581 0.964 0.864 -0.332 0.35
N -2.345 0.265 -0.050 0.050 0.081 0.064 0.10
C -2.394 -0.648 -1.174 0.254 -0.099 -0.154 -0.34
C -3.788 -1.046 -1.654 -0.111 0.115 -0.023 -0.17
C -3.768 -1.895 -2.928 -0.106 -0.215 0.061 -0.18
C -2.828 -3.109 -2.875 0.131 0.126 -0.073 -0.17
N -3.035 -3.963 -1.688 -0.201 0.094 0.412 0.07
C -2.209 -3.855 -0.600 0.222 0.088 -0.457 -0.49
N -2.694 -3.782 0.636 0.064 0.144 0.717 0.19
N -0.905 -3.854 -0.756 0.158 -0.075 -0.193 0.21
C -1.553 -0.024 -2.338 -0.336 -0.068 0.071 -0.68
O -2.153 0.793 -3.064 0.030 -0.028 0.038 -0.03
O -0.363 -0.415 -2.406 -0.239 -0.069 -0.356 -0.05
H -2.781 -0.091 0.790 -0.010 -0.021 0.001 0.07
H -2.696 1.185 -0.277 -0.043 0.012 -0.023 0.08
H -1.841 -1.530 -0.854 -0.032 -0.003 -0.019 0.10
H -4.351 -0.129 -1.854 0.056 -0.049 -0.061 0.11
H -4.327 -1.561 -0.846 0.042 -0.063 0.060 0.09
H -3.446 -1.250 -3.748 0.079 -0.079 -0.020 0.11
H -4.780 -2.238 -3.177 -0.008 0.004 0.074 0.10
H -1.797 -2.751 -2.866 -0.006 -0.021 0.021 0.11
H -2.954 -3.729 -3.764 0.006 0.058 -0.026 0.11
H -4.009 -4.023 -1.424 -0.002 -0.003 -0.004 0.13
H -3.647 -3.462 0.709 0.056 0.064 0.090 0.10
H -2.027 -3.405 1.388 -0.417 0.036 -0.575 0.10
H -0.557 -3.924 -1.700 0.008 0.070 0.073 0.12
H -0.337 -3.232 -0.085 0.210 0.101 -0.075 0.08
O 0.786 -0.524 3.593 0.041 0.003 -0.005 0.13
C 0.613 -0.500 2.404 -0.083 -0.190 0.136 -0.41
O 1.020 0.412 1.542 -0.139 0.027 0.134 0.01
C -0.118 -1.658 1.667 -0.486 -0.149 0.594 -0.51
O -1.111 -2.166 2.240 0.131 -0.122 -0.286 -0.02
O 0.371 -2.031 0.567 -0.173 -0.340 0.244 -0.03
C -1.112 4.393 -0.742 -0.011 -0.017 0.030 -0.09
C -0.617 5.132 0.326 -0.018 -0.006 -0.038 -0.10
C 0.317 4.555 1.159 -0.027 -0.025 0.059 -0.03
C 0.757 3.243 0.917 -0.078 -0.073 0.056 -0.19
N 0.230 2.517 -0.081 0.131 0.102 -0.155 0.15
C -0.660 3.091 -0.889 -0.094 -0.013 0.054 -0.14
C 1.875 2.676 1.700 0.122 0.105 -0.051 -0.16
C 2.880 3.563 2.186 0.038 -0.041 -0.011 -0.14
C 3.897 2.996 2.990 0.002 -0.025 0.019 -0.19
C 4.073 1.648 3.106 0.023 0.084 -0.001 -0.10
C 3.384 0.724 2.123 0.070 -0.008 0.121 -0.30
C 2.051 1.339 1.905 -0.239 -0.147 -0.077 -0.16
H -1.833 4.800 -1.440 0.003 0.012 0.004 0.09
H -0.954 6.149 0.503 -0.006 -0.003 -0.006 0.09
H 0.727 5.089 2.005 0.010 -0.010 -0.016 0.10
H -1.039 2.478 -1.701 0.029 -0.014 -0.018 0.09
H 2.861 4.620 1.956 -0.025 -0.006 -0.003 0.05
H 4.525 3.661 3.584 -0.011 -0.005 -0.005 0.07
H 4.763 1.236 3.835 0.014 -0.016 -0.032 0.07
H 3.274 -0.279 2.548 0.027 -0.003 -0.019 0.13
S 5.715 -0.407 1.010 0.069 -0.094 -0.071 0.74
C 5.143 -1.582 -0.210 -0.029 0.097 0.031 -0.53
C 3.941 -1.157 -0.704 0.009 -0.146 -0.051 -0.41
N 3.354 -0.032 -0.295 -0.032 -0.164 0.148 -0.06
C 4.137 0.585 0.771 -0.048 0.071 -0.187 -0.54
H 5.638 -2.520 -0.402 0.025 -0.001 0.019 -0.01
H 3.429 -1.749 -1.468 -0.016 0.019 0.018 0.08
H 4.451 1.593 0.480 -0.045 0.030 0.072 0.09
```
Positions in Å, forces in eV/Å.

Output
* gap between HOMO and LUMO: 2.53 eV
* highest occupied orbital energy: 0.038 hartree
* charge: -2


3.
The following is a quantum chemistry calculation of the molecule C22H25NO6S at a distorted geometry, from OMol25.

Structure (XYZ):
```
55
Properties=species:S:1:pos:R:3:forces:R:3:lowdin_charge:R:1
C -1.311 0.058 -6.458 0.266 0.362 0.035 -0.39
H -1.182 -0.740 -7.183 -0.044 -0.093 -0.053 0.03
H -1.168 -0.332 -5.455 -0.061 -0.093 0.039 0.00
H -2.298 0.499 -6.568 -0.110 -0.072 -0.017 0.04
S -0.051 1.306 -6.858 -0.126 0.079 0.072 0.80
C -0.460 2.630 -5.660 0.248 -0.294 -0.309 -0.48
C 0.546 2.713 -4.520 -0.107 -0.241 -0.037 -0.20
C 0.493 1.467 -3.637 0.073 -0.058 -0.037 -0.24
N -0.782 1.350 -2.974 0.331 0.454 -0.274 0.12
C -1.300 0.142 -2.663 -0.634 0.118 0.018 -0.47
O -0.979 -0.894 -3.211 0.201 -0.391 0.002 0.06
C -2.338 0.216 -1.549 0.222 -0.095 -0.064 -0.03
C -1.582 0.419 -0.263 0.034 -0.393 0.411 -0.08
C -1.089 -0.599 0.497 -0.328 0.507 -0.383 -0.11
C -0.441 -0.265 1.737 0.146 0.318 0.196 -0.01
C -0.272 1.085 2.071 0.236 -0.908 0.430 -0.16
C 0.344 1.495 3.259 -0.097 0.110 -0.180 0.05
C 0.820 0.595 4.186 -0.168 -0.149 -0.313 -0.19
C 0.658 -0.772 3.895 -0.314 -0.046 -0.645 -0.06
C 0.044 -1.173 2.695 0.330 0.942 0.634 -0.13
O -0.016 -2.518 2.634 -0.227 -0.177 -0.386 0.08
C 0.554 -2.999 3.774 0.466 0.321 0.903 -0.25
C 0.985 -1.992 4.581 -0.191 -0.612 -0.345 -0.16
C 1.653 -2.156 5.903 -0.062 0.004 -0.119 -0.03
H 1.070 -1.683 6.691 0.025 -0.010 0.127 0.08
H 2.642 -1.703 5.894 0.089 -0.012 0.096 0.08
H 1.758 -3.212 6.137 0.053 -0.066 0.105 0.08
C 0.605 -4.478 3.932 -0.038 0.190 -0.094 0.00
H 0.142 -4.944 3.066 -0.011 -0.109 -0.013 0.09
H 0.070 -4.789 4.828 -0.029 -0.072 0.012 0.09
H 1.635 -4.823 4.010 0.023 -0.074 -0.017 0.09
C 1.473 1.068 5.445 -0.004 -0.015 -0.004 -0.03
H 1.499 2.153 5.474 0.025 0.058 0.048 0.08
H 2.492 0.693 5.509 0.091 0.014 0.076 0.08
H 0.928 0.708 6.316 0.011 0.015 0.118 0.08
H 0.436 2.557 3.426 0.024 0.144 0.036 0.13
O -0.692 2.070 1.248 -0.013 0.276 -0.031 0.15
C -1.315 1.806 0.080 -0.218 0.239 -0.432 -0.41
O -1.608 2.750 -0.634 0.094 -0.165 0.390 0.08
C -1.203 -2.029 0.085 0.012 -0.032 -0.177 0.01
H -1.336 -2.117 -0.988 -0.044 -0.022 -0.056 0.07
H -0.303 -2.567 0.367 -0.034 -0.059 -0.049 0.09
H -2.044 -2.501 0.594 -0.030 -0.094 0.062 0.11
H -2.927 -0.698 -1.527 0.062 0.050 -0.082 0.13
H -2.988 1.076 -1.714 -0.020 -0.086 0.022 0.13
H -1.040 2.124 -2.364 -0.043 -0.159 -0.002 0.12
H 0.640 0.571 -4.256 0.013 0.178 0.059 0.14
C 1.595 1.455 -2.584 -0.271 -0.162 0.320 -0.46
O 1.409 1.238 -1.416 0.069 0.030 0.123 0.14
O 2.803 1.690 -3.099 0.516 0.122 -0.447 0.13
H 3.482 1.652 -2.406 -0.322 -0.058 0.065 0.14
H 0.321 3.592 -3.909 0.079 0.084 0.041 0.13
H 1.552 2.816 -4.926 -0.032 0.077 0.059 0.11
H -0.460 3.561 -6.225 -0.099 0.013 0.072 0.07
H -1.462 2.432 -5.286 -0.065 0.111 -0.006 0.07
```
Positions in Å, forces in eV/Å.

Output
* gap between HOMO and LUMO: 8.15 eV
* SMILES: CSCC[C@H](NC(=O)Cc1c(C)c2c(cc(C)c3c(C)c(C)oc32)oc1=O)C(=O)O
* ΔE to the lowest compared entry with this formula, charge and spin: 0.0 kcal per mole
* highest occupied orbital energy: -0.292 hartree